{
  "formula": "C68H50BrF3NP3SiTl",
  "method": "the ωB97M-V functional and the def2-TZVPD basis",
  "relative_energy_ev": 1.246,
  "homo_ev": -10.0,
  "multiplicity": 1,
  "total_charge": 1,
  "elements": ["Tl", "Br", "P", "P", "P", "Si", "F", "F", "F", "N", "C", "C", "C", "C", "C", "C", "C", "C", "C", "C", "C", "C", "C", "C", "C", "C", "C", "C", "C", "C", "C", "C", "C", "C", "C", "C", "C", "C", "C", "C", "C", "C", "C", "C", "C", "C", "C", "C", "C", "C", "C", "C", "C", "C", "C", "C", "C", "C", "C", "C", "C", "C", "C", "C", "C", "C", "C", "C", "C", "C", "C", "C", "C", "C", "C", "C", "C", "C", "H", "H", "H", "H", "H", "H", "H", "H", "H", "H", "H", "H", "H", "H", "H", "H", "H", "H", "H", "H", "H", "H", "H", "H", "H", "H", "H", "H", "H", "H", "H", "H", "H", "H", "H", "H", "H", "H", "H", "H", "H", "H", "H", "H", "H", "H", "H", "H", "H", "H"],
  "coordinates": [[-1.142012, -0.909203, 0.183110], [-4.349781, -2.097732, -0.162645], [1.583375, -1.722065, 1.848371], [0.519423, -0.361394, -2.373906], [-1.477682, 1.950241, -1.020615], [1.578689, 0.953742, 0.399062], [-1.521450, 5.398830, 7.097723], [-2.374774, 6.440541, 5.410038], [-3.594266, 5.074522, 6.564610], [-2.140707, -3.744129, -0.126771], [2.583414, 0.844201, 2.018108], [1.241135, 2.617193, -0.436569], [-1.938387, 4.151748, 5.142388], [5.121743, -3.741759, 1.078036], [-1.086839, -3.387789, 4.424598], [4.692605, -4.668189, 0.139675], [2.263313, -0.655381, -1.940194], [-2.280752, -3.048680, -3.505810], [-4.766463, 2.988882, 2.046523], [0.288405, -0.064365, -5.207468], [3.918657, 1.714312, 3.841071], [-4.761285, 1.801118, 1.324125], [3.330844, 1.868766, 2.590760], [-2.358437, 2.131773, 3.915662], [2.693467, -0.095260, -0.741063], [-1.585110, -1.926255, -3.083341], [2.337446, 3.476493, -0.539213], [4.037376, -0.252173, -0.387041], [-0.621601, 1.411892, 2.240026], [0.448070, -3.204142, -2.966374], [-0.117705, 4.371352, -1.392164], [-3.759601, 1.571817, 0.394736], [-2.769363, 3.092584, 4.826412], [-2.280171, 2.570291, -2.560490], [-2.750140, 3.684405, 0.921383], [-0.274101, 3.307836, 3.643318], [1.804216, 2.263498, -5.208767], [-1.804310, 2.063943, -3.770891], [-2.397237, 2.407832, -4.975277], [2.499986, -0.385198, 2.701249], [-1.123396, 2.245848, 3.290540], [-0.671727, 4.245857, 4.572019], [3.796023, 0.514801, 4.521321], [-1.485814, -4.898640, -0.270734], [-2.092787, -6.063133, -0.706869], [0.888432, -2.768822, 3.181055], [1.560833, 1.598463, -4.019707], [-0.358404, -4.359371, 5.094738], [-0.013093, 3.075394, -0.888224], [-0.255810, -4.332549, -3.365292], [-3.373223, 3.435827, -2.585760], [-3.775716, 3.932163, 1.825883], [4.905766, -0.981428, -1.185059], [-2.367620, 5.259031, 6.060523], [-3.450300, -6.037778, -0.989203], [4.467421, -1.510339, -2.392244], [-2.728091, 2.494653, 0.206293], [-0.465506, -2.596076, 3.470258], [0.983560, 5.214219, -1.465206], [0.805518, 0.423511, -4.012304], [1.609527, -3.754893, 3.850751], [-0.206244, -1.980620, -2.847816], [-0.064068, 0.837178, 1.325492], [2.903865, -2.818816, 1.207393], [0.987565, -4.541601, 4.809091], [2.222506, 4.760206, -1.053197], [-3.426833, -3.747094, -0.407035], [0.540226, 0.604181, -6.399912], [4.233792, -2.817580, 1.612988], [1.296715, 1.764815, -6.402037], [2.488842, -3.728835, 0.234622], [-3.490515, 3.262220, -4.986807], [3.102725, -0.541265, 3.943304], [3.372816, -4.656745, -0.291840], [-4.145001, -4.848438, -0.837568], [-3.970673, 3.776648, -3.791693], [-1.610764, -4.254074, -3.656275], [3.153090, -1.315617, -2.783080], [0.874030, 6.216136, -1.859948], [0.144914, 0.205009, -7.324913], [5.931186, -1.124646, -0.869836], [-2.006504, 2.001821, -5.899788], [-3.747252, 3.022314, 5.283001], [1.554410, -5.303741, 5.327788], [-0.840778, -4.984508, 5.834694], [3.445955, 2.812101, 2.068403], [1.502252, -3.283385, -2.742590], [-3.339890, -2.981085, -3.719463], [3.037221, -5.372547, -1.032587], [-3.966920, -6.928845, -1.319426], [2.392078, 3.172202, -5.207389], [-3.968171, 3.523654, -5.921887], [3.313806, 3.126320, -0.216787], [5.385538, -5.396482, -0.260904], [6.155795, -3.739130, 1.398996], [4.239856, 0.398433, 5.501538], [3.022085, -1.482537, 4.473156], [4.418841, 0.188714, 0.522229], [-4.820458, 4.447228, -3.795998], [-5.552438, 3.176323, 2.766541], [4.454334, 2.539375, 4.293128], [1.458305, -3.683200, -0.107079], [2.824941, -1.653075, -3.758421], [0.264495, -5.276579, -3.468419], [-0.308904, -0.966369, -5.216611], [-1.079844, 4.732836, -1.730439], [-1.028278, -1.825821, 2.952567], [2.654274, -3.915962, 3.616963], [0.694905, 3.385224, 3.172966], [-3.009025, 1.299048, 3.685034], [-1.971753, 4.423749, 0.768750], [1.493786, 2.282019, -7.331820], [5.150328, -2.057405, -3.029281], [4.577862, -2.092480, 2.340042], [-0.436515, -4.883042, -0.001300], [1.952508, 1.996258, -3.089212], [-3.806368, 4.872935, 2.361364], [-0.015206, 5.062587, 4.842180], [-2.140186, -5.136939, -3.990334], [-3.808212, 0.689713, -0.237677], [-3.768841, 3.848554, -1.667731], [-5.541147, 1.064318, 1.467119], [-2.139171, -3.253958, 4.639205], [3.094049, 5.397406, -1.131919], [-1.516105, -6.970529, -0.816761], [-2.107749, -0.980420, -2.960022], [-0.952601, 1.393023, -3.768789], [-5.199065, -4.770012, -1.059125]],
  "forces_ev_per_a": [[-0.93, -1.24, -0.73], [-0.19, -0.06, -0.06], [0.48, -0.46, 0.23], [0.84, -0.57, -0.48], [-0.58, 0.69, -0.04], [0.48, 0.44, 0.39], [-0.03, -0.05, -0.05], [-0.03, -0.05, 0.00], [-0.01, -0.06, -0.04], [-0.24, -0.24, 0.06], [0.05, 0.23, -0.13], [0.25, -0.04, 0.26], [0.13, -0.03, -0.13], [0.05, 0.02, 0.07], [-0.05, 0.03, -0.02], [0.00, -0.02, -0.04], [-0.24, -0.12, -0.21], [0.02, 0.01, 0.00], [-0.10, -0.09, -0.15], [0.17, -0.08, -0.03], [-0.01, 0.03, 0.01], [-0.02, 0.13, -0.03], [-0.11, 0.11, -0.04], [0.09, -0.40, 0.00], [-0.43, -0.14, 0.24], [0.07, 0.04, -0.09], [0.10, -0.08, -0.01], [0.06, 0.01, -0.03], [-0.24, -0.04, 0.31], [-0.03, 0.07, 0.03], [0.02, 0.02, 0.09], [-0.04, 0.07, 0.01], [-0.01, 0.01, 0.18], [0.00, -0.17, -0.02], [0.03, 0.06, -0.02], [-0.06, 0.02, 0.05], [0.00, -0.01, 0.01], [-0.02, -0.05, 0.13], [-0.01, 0.02, 0.02], [-0.06, 0.03, -0.09], [0.28, 0.31, 0.14], [-0.09, -0.03, -0.08], [0.01, -0.04, 0.05], [-0.04, 0.03, 0.05], [-0.03, -0.06, 0.04], [-0.12, 0.15, -0.17], [0.03, -0.05, 0.02], [-0.01, -0.03, 0.02], [-0.10, 0.03, -0.03], [0.02, 0.02, -0.05], [0.02, -0.02, 0.03], [-0.08, 0.19, -0.08], [-0.05, 0.11, -0.10], [0.00, 0.12, 0.17], [0.05, 0.10, 0.01], [-0.02, 0.02, 0.06], [0.08, -0.09, -0.09], [0.13, 0.00, 0.13], [-0.09, 0.00, -0.04], [0.28, -0.17, -0.03], [-0.05, 0.01, 0.01], [-0.19, 0.19, 0.11], [0.85, 0.87, 0.25], [-0.15, 0.05, -0.10], [0.02, 0.02, -0.02], [0.07, -0.03, 0.01], [0.25, -0.07, 0.06], [-0.01, -0.07, 0.06], [-0.07, -0.07, 0.01], [-0.01, 0.03, -0.05], [0.02, 0.10, 0.06], [0.03, 0.00, 0.00], [-0.01, 0.06, 0.02], [-0.03, -0.01, 0.00], [-0.06, -0.02, -0.11], [-0.03, 0.04, -0.01], [0.04, -0.04, 0.01], [0.08, 0.03, -0.03], [-0.03, -0.01, 0.01], [0.00, 0.02, -0.02], [0.01, 0.03, -0.01], [-0.01, -0.01, 0.01], [0.01, -0.02, 0.00], [-0.01, 0.00, 0.00], [-0.01, 0.02, 0.01], [-0.06, 0.04, 0.05], [0.08, 0.01, -0.02], [-0.01, 0.01, 0.02], [0.00, 0.02, -0.01], [0.00, -0.01, -0.02], [0.00, 0.00, 0.01], [0.00, 0.02, 0.00], [0.02, 0.03, -0.04], [0.02, 0.02, -0.01], [0.00, -0.01, 0.01], [0.01, -0.01, -0.01], [-0.04, -0.01, 0.00], [0.00, -0.03, 0.11], [0.00, 0.00, 0.01], [0.00, 0.05, 0.01], [0.05, -0.01, -0.04], [0.04, -0.09, -0.05], [-0.04, -0.08, 0.01], [0.00, -0.01, 0.01], [-0.01, -0.02, -0.01], [-0.01, -0.01, -0.11], [-0.04, -0.03, 0.03], [0.01, -0.02, -0.02], [0.09, 0.00, -0.05], [-0.01, 0.05, -0.08], [0.00, -0.01, 0.04], [-0.01, 0.01, 0.00], [0.00, 0.01, 0.00], [0.02, -0.02, 0.02], [0.03, -0.01, -0.06], [0.02, 0.01, -0.02], [0.07, -0.01, 0.03], [0.00, 0.00, -0.03], [-0.03, 0.01, 0.01], [0.11, -0.05, 0.12], [-0.03, -0.02, 0.05], [-0.05, 0.02, 0.01], [0.00, 0.02, 0.01], [0.00, -0.01, 0.03], [0.02, -0.01, 0.04], [-0.05, -0.02, -0.03], [-0.60, 0.40, -0.03], [-0.02, 0.00, 0.06]],
  "mulliken_charge": [2.31, -0.12, 1.37, 1.86, 1.81, -0.87, -0.26, -0.25, -0.28, 0.24, 0.82, -0.05, 0.40, -0.80, -0.88, -0.91, 0.12, -0.85, -0.82, 0.13, -1.07, -0.66, -0.83, 0.02, -0.01, -0.13, 0.09, 0.00, 0.74, -0.92, -0.60, -0.43, -1.13, -0.64, -0.25, -0.32, -0.85, 0.87, -1.04, 0.13, 0.67, -1.37, -0.87, -0.29, -0.89, 0.72, -0.06, -0.69, 0.56, -0.76, -0.40, -0.66, -0.81, 0.79, -0.47, -1.17, 0.52, -0.19, -0.98, -0.53, -0.35, 0.02, -0.93, -0.22, -0.85, -1.11, 0.22, -0.83, -0.30, -0.64, -0.01, -0.84, -0.39, -0.45, -0.55, -0.89, -0.76, -0.17, 0.44, 0.47, 0.43, 0.49, 0.52, 0.44, 0.41, 0.43, 0.35, 0.50, 0.51, 0.41, 0.51, 0.41, 0.36, 0.38, 0.47, 0.44, 0.49, 0.48, 0.44, 0.42, 0.45, 0.08, 0.60, 0.45, 0.30, 0.48, 0.18, 0.46, 0.46, 0.61, 0.35, 0.40, 0.45, 0.36, 0.51, 0.25, 0.48, 0.43, 0.43, 0.20, 0.50, 0.45, 0.50, 0.46, 0.48, 0.30, 0.04, 0.51]
}